No. 1
C33H35Cl5CuN4P2 | ωB97M-V with the def2-TZVPD basis set

Properties
total charge: 0
calculated total energy: -166569.354 eV
energy relative to the best compared isomer or geometry (same formula, charge and spin): 43.2 kJ/mol
spin multiplicity: 2

Last column: Mulliken charge in e.
Cartesian coordinates (Å):
Cu (-0.1380, -1.4392, -0.2828)  -0.50
C (3.1155, -0.9631, -2.4151)  -0.10
C (2.6264, 0.2824, -2.4092)  -0.84
C (1.6423, 0.8033, -3.4270)  -0.73
C (0.5167, -0.1869, -3.7820)  -1.74
C (-0.1851, -0.8499, -2.6615)  0.59
C (0.2150, -2.0280, -2.0311)  0.67
C (1.3712, -2.8496, -2.4608)  -0.65
C (2.5799, -2.1593, -3.1386)  -1.21
C (-1.5008, -1.7186, 1.1491)  -1.35
H (4.1258, -1.1233, -2.0040)  0.56
H (3.1255, 1.0767, -1.8231)  0.74
H (2.1288, 1.0647, -4.3826)  0.47
H (1.1974, 1.7324, -3.0576)  0.43
H (-0.2327, 0.3772, -4.3558)  0.50
H (0.9265, -0.9449, -4.4495)  0.50
H (-1.2541, -0.6802, -2.7496)  -0.24
H (-0.5470, -2.7065, -1.6016)  0.45
H (0.8598, -3.5034, -3.1847)  0.52
H (1.7191, -3.4723, -1.6303)  0.43
H (3.3128, -2.9679, -3.1487)  0.50
H (2.2968, -1.9456, -4.1764)  0.38
H (-0.8875, -2.1021, 1.9738)  0.41
H (-2.2431, -2.4780, 0.8946)  0.86
H (-2.1052, -0.8677, 1.5208)  0.14
P (-2.0282, 0.5116, -0.4235)  -0.41
P (1.1134, 0.5721, 1.3713)  -0.18
N (-3.0972, -0.5988, -1.7214)  0.41
N (-3.3999, 1.5020, -0.3635)  1.36
N (2.4848, -0.8627, 0.7510)  1.45
N (2.3473, 1.6400, 2.2088)  0.70
C (-0.6672, 1.7051, -0.8155)  -0.93
C (0.6487, 1.7135, 0.0531)  -0.77
C (-3.0909, -1.9882, -1.6353)  -0.61
C (-3.6709, -2.5417, -2.7642)  -0.75
C (-4.1808, -1.4657, -3.5467)  -0.89
C (-3.8075, -0.2794, -2.8891)  -0.51
C (-4.5060, 1.0502, 0.3885)  -0.56
C (-5.4385, 2.0711, 0.4208)  -0.66
C (-4.9158, 3.1728, -0.3557)  -0.79
C (-3.6743, 2.7946, -0.8335)  -0.55
C (2.2159, -2.2137, 0.6329)  -1.03
C (3.3792, -2.9414, 0.3474)  -1.00
C (4.4283, -1.9984, 0.3197)  -1.54
C (3.8381, -0.7363, 0.5138)  -0.86
C (3.6353, 1.4217, 2.6956)  -0.52
C (4.0215, 2.5268, 3.4717)  -0.78
C (2.9049, 3.4287, 3.5016)  -0.84
C (1.9118, 2.8692, 2.7200)  -0.36
H (-1.0990, 2.7113, -0.7773)  0.58
H (-0.3345, 1.5561, -1.8497)  0.35
H (1.5105, 1.6104, -0.6288)  -0.43
H (0.7554, 2.6855, 0.5451)  1.04
H (-2.6394, -2.5114, -0.8136)  0.41
H (-3.7356, -3.6107, -2.9340)  0.48
H (-4.7966, -1.5605, -4.4348)  0.43
H (-3.9588, 0.7609, -3.1599)  0.44
H (-4.4497, 0.0801, 0.8634)  0.40
H (-6.3635, 2.0149, 0.9763)  0.45
H (-5.3959, 4.1353, -0.4852)  0.45
H (-2.9526, 3.3552, -1.4261)  0.43
H (1.2361, -2.6504, 0.7711)  0.78
H (3.4499, -4.0148, 0.1653)  0.56
H (5.4713, -2.2282, 0.1650)  0.43
H (4.3214, 0.2359, 0.4788)  0.74
H (4.1866, 0.5032, 2.4966)  0.67
H (4.9848, 2.6553, 3.9494)  0.44
H (2.8466, 4.3661, 4.0526)  0.45
H (0.8959, 3.2091, 2.5692)  0.38
Cl (-1.6480, 2.5062, 2.1193)  -0.14
C (-0.9625, 1.3795, 3.2284)  1.05
C (0.0096, 0.4299, 2.8521)  -0.66
C (0.3686, -0.5489, 3.8188)  0.42
Cl (1.5928, -1.7477, 3.5099)  -0.15
C (-0.1308, -0.5060, 5.1255)  0.07
Cl (0.2574, -1.7330, 6.2271)  -0.18
C (-0.9901, 0.5353, 5.5258)  0.21
Cl (-1.5329, 0.6309, 7.1294)  -0.17
C (-1.4160, 1.4535, 4.5569)  0.11
Cl (-2.5992, 2.5936, 4.9695)  -0.20


No. 2
C7H12N2O5S | ωB97M-V with the def2-TZVPD basis set

Properties
total charge: 0
calculated total energy: -31503.773 eV
energy relative to the best compared isomer or geometry (same formula, charge and spin): 420.0 kJ/mol

Last column: natural (NBO) charge in e.
Cartesian coordinates (Å):
N (2.2211, 1.2579, 0.5705)  -0.84
C (2.2885, 0.0471, -0.3332)  -0.19
C (3.5440, -0.8668, -0.1546)  -0.54
S (5.2120, -0.0972, 0.3105)  -0.06
C (0.9181, -0.4803, -0.3752)  0.67
O (0.6771, -1.7325, -0.6186)  -0.62
N (0.0100, 0.5397, 0.1041)  -0.63
C (-1.3593, 0.0021, -0.1268)  -0.18
C (-2.0952, -0.6733, 0.9985)  -0.52
C (-3.4395, -0.9253, 0.2932)  0.82
O (-4.4511, -1.2120, 0.9580)  -0.59
O (-3.3233, -1.1099, -1.0731)  -0.72
C (-2.1650, 1.2593, -0.2646)  0.78
O (-3.2846, 1.5381, 0.1864)  -0.60
O (-1.3856, 2.2584, -0.5606)  -0.66
H (1.9674, 0.8773, 1.3954)  0.36
H (3.0811, 1.7557, 0.4466)  0.39
H (2.4180, 0.5405, -1.3359)  0.22
H (3.4514, -1.7219, 0.7890)  0.24
H (3.6094, -1.6276, -1.0986)  0.26
H (5.6888, 0.0308, -1.0840)  0.15
H (0.3402, 1.4040, 0.3071)  0.45
H (-1.4274, -0.4129, -1.1331)  0.29
H (-1.6100, -1.6476, 1.1910)  0.27
H (-2.3678, 0.0111, 1.8323)  0.27
H (-4.1847, -1.2332, -1.4884)  0.51
H (-1.9863, 2.8829, -0.8729)  0.50


No. 3
C27H37N7O | ωB97M-V with the def2-TZVPD basis set

Properties
total charge: 0
calculated total energy: -41077.900 eV
energy relative to the best compared isomer or geometry (same formula, charge and spin): 177.5 kJ/mol

Last column: natural (NBO) charge in e.
Cartesian coordinates (Å):
C (4.9042, 2.4245, -4.9282)  -0.60
C (4.3205, 1.3601, -4.0074)  -0.40
C (4.1961, 1.8775, -2.5749)  -0.21
N (3.9081, 0.8111, -1.6293)  -0.45
C (4.1584, 1.2275, -0.2609)  -0.23
C (3.9710, 0.0327, 0.6774)  -0.22
N (2.6278, -0.4806, 0.5629)  -0.45
C (1.6985, -0.6688, 1.5265)  0.71
O (0.6652, -1.2708, 1.2857)  -0.66
C (2.0206, -0.1410, 2.9278)  -0.33
C (0.9162, -0.5597, 3.9084)  -0.40
C (-0.4352, 0.1018, 3.5671)  -0.23
N (-0.2316, 1.3289, 2.8299)  -0.41
C (-0.4695, 1.3922, 1.4931)  0.38
N (0.2472, 2.2353, 0.7751)  -0.36
N (0.0594, 2.3969, -0.5294)  -0.26
C (-0.8300, 1.7304, -1.2076)  0.20
C (-0.9000, 1.9834, -2.6807)  -0.64
C (-1.6769, 0.7995, -0.5462)  -0.19
C (-2.7188, -0.0660, -0.8765)  0.19
C (-3.3136, -0.4004, -2.1954)  -0.65
N (-3.0858, -0.6525, 0.2886)  -0.16
C (-4.0727, -1.6291, 0.5012)  0.19
C (-3.7743, -2.6980, 1.3402)  -0.20
C (-4.7260, -3.6666, 1.5817)  -0.21
C (-5.9878, -3.5928, 0.9986)  -0.01
C (-7.0028, -4.6627, 1.2598)  -0.63
C (-6.2767, -2.5116, 0.1772)  -0.21
C (-5.3344, -1.5292, -0.0700)  -0.22
N (-2.3651, -0.2528, 1.3367)  -0.28
C (-1.4996, 0.6323, 0.8590)  0.16
C (0.8874, 2.0851, 3.3386)  -0.22
C (2.2030, 1.3921, 2.9586)  -0.41
C (2.3270, -0.8553, -0.8036)  -0.22
C (2.5340, 0.3410, -1.7280)  -0.24
H (5.9017, 2.7098, -4.6014)  0.20
H (4.9703, 2.0525, -5.9479)  0.21
H (4.2769, 3.3134, -4.9267)  0.20
H (3.3424, 1.0612, -4.3866)  0.19
H (4.9637, 0.4787, -4.0015)  0.20
H (3.4338, 2.6742, -2.5283)  0.17
H (5.1559, 2.3158, -2.2863)  0.19
H (5.1890, 1.5831, -0.1829)  0.20
H (3.4789, 2.0447, 0.0396)  0.18
H (4.2057, 0.3158, 1.7005)  0.22
H (4.6633, -0.7599, 0.3626)  0.20
H (2.9518, -0.6268, 3.2424)  0.23
H (0.7995, -1.6429, 3.8784)  0.23
H (1.2333, -0.2785, 4.9150)  0.20
H (-0.9775, 0.3356, 4.4912)  0.19
H (-1.0477, -0.5626, 2.9620)  0.26
H (-0.2309, 2.8014, -2.9330)  0.24
H (-0.5945, 1.0944, -3.2329)  0.21
H (-1.9153, 2.2423, -2.9764)  0.21
H (-2.5466, -0.3556, -2.9649)  0.24
H (-4.0988, 0.3084, -2.4648)  0.23
H (-3.7406, -1.4017, -2.1811)  0.24
H (-2.7947, -2.7475, 1.7890)  0.24
H (-4.4898, -4.4970, 2.2310)  0.21
H (-7.1138, -4.8295, 2.3299)  0.22
H (-7.9707, -4.3936, 0.8448)  0.22
H (-6.6829, -5.6020, 0.8092)  0.22
H (-7.2564, -2.4277, -0.2708)  0.21
H (-5.5902, -0.6793, -0.6833)  0.22
H (0.7703, 2.1512, 4.4233)  0.19
H (0.8561, 3.0864, 2.9082)  0.24
H (2.4849, 1.7545, 1.9730)  0.23
H (2.9832, 1.6669, 3.6711)  0.21
H (1.2914, -1.1962, -0.8395)  0.24
H (2.9907, -1.6734, -1.1076)  0.19
H (2.3388, 0.0279, -2.7540)  0.20
H (1.8253, 1.1412, -1.4574)  0.20


No. 4
C6H6 | ωB97M-V with the def2-TZVPD basis set

Properties
total charge: 0
calculated total energy: -6310.694 eV
energy relative to the best compared isomer or geometry (same formula, charge and spin): 820.7 kJ/mol

Last column: natural (NBO) charge in e.
Cartesian coordinates (Å):
C (-2.8269, 0.5402, -0.0518)  -0.45
C (-1.6179, 0.2889, 0.0269)  -0.13
C (1.0907, 0.6569, -0.1139)  -0.06
C (1.6045, 1.9089, -0.0221)  -0.29
C (0.6048, -0.4459, -0.0298)  0.22
C (0.3168, -1.9276, -0.0403)  -0.69
H (-3.6655, 1.0022, 0.3076)  0.21
H (2.1404, 2.2827, -0.7903)  0.20
H (1.4368, 2.4904, 0.7853)  0.21
H (-0.6869, -1.9990, 0.3462)  0.28
H (1.0649, -2.3526, 0.6817)  0.24
H (0.5385, -2.4451, -1.0995)  0.25


No. 5
C5H6O2 | ωB97M-V with the def2-TZVPD basis set

Properties
total charge: 0
calculated total energy: -9374.524 eV
energy relative to the best compared isomer or geometry (same formula, charge and spin): 248.1 kJ/mol

Last column: natural (NBO) charge in e.
Cartesian coordinates (Å):
C (1.3094, -0.1388, -0.4992)  0.58
C (0.2488, -0.7158, 0.4574)  -0.34
C (-1.0451, -0.9141, -0.3893)  -0.07
C (0.2101, 0.9718, -0.6538)  0.00
C (0.0466, 0.7802, 0.7748)  -0.43
H (0.5129, -1.4286, 1.2003)  0.23
H (-1.8798, -0.9628, 0.3093)  0.18
H (-1.1574, -1.8249, -1.0199)  0.20
H (0.3213, 1.9516, -0.9974)  0.21
H (-0.9133, 0.9440, 1.2182)  0.23
H (0.7315, 1.3687, 1.4078)  0.23
O (2.5261, -0.3377, -0.6083)  -0.51
O (-0.9111, 0.3064, -1.1999)  -0.51


No. 6
C2H10N4S2 | ωB97M-V with the def2-TZVPD basis set

Properties
total charge: +2
calculated total energy: -29851.025 eV
energy relative to the best compared isomer or geometry (same formula, charge and spin): 99.6 kJ/mol

Last column: natural (NBO) charge in e.
Cartesian coordinates (Å):
C (-2.9645, -0.2428, 0.1288)  0.38
C (3.1350, -0.1889, 0.0072)  0.38
N (-2.8530, -1.1406, -0.7740)  -0.70
N (3.9762, 0.7061, -0.3914)  -0.70
N (-4.0459, 0.2210, 0.7517)  -0.71
N (2.7899, -0.2425, 1.2270)  -0.73
S (-1.7240, 1.0160, 0.2744)  0.22
S (-0.0994, 0.3430, -0.7306)  -0.14
H (2.9627, -0.9360, -0.8533)  0.26
H (-3.4356, -1.8679, -0.9310)  0.43
H (-2.0470, -1.0530, -1.4300)  0.44
H (4.0232, 1.5047, 0.1577)  0.41
H (4.5434, 0.7861, -1.2840)  0.47
H (-4.9287, -0.1530, 0.7596)  0.43
H (-3.9570, 0.9389, 1.4909)  0.44
H (2.1653, -1.0646, 1.4532)  0.44
H (2.9602, 0.4128, 2.0993)  0.48
H (-0.5010, 0.9608, -1.9556)  0.21